## P
13
Properties=species:S:1:pos:R:3 method="wB97M-V/def2-TZVPD" charge=0 orbital_gap_ev=9.96 lumo_ev=0.675 homo_ev=-9.28
O -1.133 -1.445 0.751
C -0.259 -0.972 0.074
N 0.169 -1.383 -1.161
N 0.931 -0.394 -1.875
C 0.778 0.830 -1.063
C 0.495 0.315 0.361
S -0.570 1.264 1.435
H -0.492 -1.918 -1.717
H 1.916 -0.621 -1.739
H -0.154 1.315 -1.413
H 1.685 1.483 -1.215
H 1.458 0.013 0.910
H -0.017 2.465 1.227

---

## Q
13
Properties=species:S:1:pos:R:3 method="wB97M-V/def2-TZVPD" charge=0 orbital_gap_ev=10.03 lumo_ev=0.764 homo_ev=-9.27
N -1.414 -1.105 -0.650
C -0.380 -0.516 -1.425
N 0.402 0.455 -1.068
C 0.057 1.015 0.234
C 0.670 0.100 1.315
O 0.035 -0.732 1.934
S 2.454 0.350 1.520
H -1.338 -1.170 0.337
H -2.085 -1.814 -1.121
H -0.360 -0.959 -2.453
H -1.054 1.057 0.380
H 0.435 2.031 0.384
H 2.577 1.286 0.612

---

Most stable structure: Q

---

## P
13
Properties=species:S:1:pos:R:3 method="wB97M-V/def2-TZVPD" charge=-1 orbital_gap_ev=6.98 lumo_ev=3.925 homo_ev=-3.06
Br 0.717 -2.316 -1.886
C 0.382 0.874 -0.775
C -0.213 -0.273 -0.055
C 0.225 -0.274 1.370
O -1.621 -0.216 -0.234
H 1.441 0.783 -1.018
H 0.131 1.787 -0.234
H -0.149 1.032 -1.714
H 0.154 -1.198 -0.502
H -0.302 0.583 1.791
H 1.310 -0.188 1.432
H -0.127 -1.229 1.759
H -1.947 0.635 0.066

---

## Q
13
Properties=species:S:1:pos:R:3 method="wB97M-V/def2-TZVPD" charge=-1 orbital_gap_ev=7.20 lumo_ev=3.545 homo_ev=-3.66
Br -1.686 -4.146 0.536
C -0.895 0.709 0.604
C 0.077 0.013 -0.343
C 1.297 0.866 -0.676
O 0.509 -1.233 0.290
H -1.563 1.429 0.123
H -0.368 1.263 1.390
H -1.467 -0.002 1.203
H -0.380 -0.394 -1.253
H 2.088 0.184 -0.990
H 1.651 1.407 0.203
H 1.086 1.591 -1.461
H -0.350 -1.686 0.373

---

Most stable structure: Q

---

## P
17
Properties=species:S:1:pos:R:3 method="wB97M-V/def2-TZVPD" charge=0 orbital_gap_ev=10.53 lumo_ev=0.238 homo_ev=-10.29
C -0.747 -0.227 1.462
C -0.120 -0.030 0.115
C -1.049 -0.361 -1.115
C 2.150 -0.446 -0.198
C 1.912 1.071 -0.347
C 0.546 1.274 -0.125
H 0.007 0.060 2.195
H -1.802 0.504 1.545
H -1.370 -1.412 1.643
H -0.815 -1.348 -1.516
H -0.753 0.585 -1.995
H -2.319 -1.131 -0.373
H 2.733 1.622 -0.462
H -0.055 2.266 0.133
O -2.425 -0.359 -0.716
O 0.934 -1.055 0.072
O 3.172 -1.011 -0.318

---

## Q
17
Properties=species:S:1:pos:R:3 method="wB97M-V/def2-TZVPD" charge=0 orbital_gap_ev=9.85 lumo_ev=0.428 homo_ev=-9.43
C 1.614 -1.189 -0.605
C 0.130 -0.764 -0.643
O -0.629 -1.684 -1.369
C -0.344 0.763 -0.759
C -1.089 0.809 0.581
C -0.671 2.042 1.368
O 0.418 2.508 1.414
C -0.430 -0.580 0.849
O -0.145 -1.048 1.929
H 2.056 -0.820 -1.575
H 1.528 -2.254 -0.763
H 2.235 -0.833 0.215
H -0.598 -2.538 -0.983
H -0.941 0.935 -1.652
H 0.529 1.446 -0.652
H -2.198 0.801 0.600
H -1.466 2.407 2.044

---

Most stable structure: Q